Entry 1:
Entry from the OMol25 dataset: C15H21IN4O3Yb as an isolated structure in a non-equilibrium geometry (ωB97M-V with the def2-TZVPD basis set).

Geometry (Å):
C: -0.54464 -2.95737 1.73045
C: 0.30533 -2.77263 0.50183
N: 1.55050 -2.96748 0.61337
C: -0.43585 -2.41458 -0.78835
C: -0.12891 -1.02607 -1.40326
C: -1.27225 -0.75246 -2.29704
N: -2.15759 -0.53359 -2.99223
C: 1.17323 -0.97499 -2.23706
C: 0.97228 -1.41454 -3.68650
O: 0.96088 -2.55990 -3.98440
I: 0.77915 0.13773 -5.13375
C: -0.16120 0.13767 -0.35298
C: -0.36915 1.44440 -1.03433
N: -0.69680 2.41408 -1.55292
N: -1.25702 -0.02757 0.59931
C: -2.28209 0.65645 0.75099
C: -2.29795 1.74965 1.90903
C: -3.57784 0.58594 0.02683
O: 1.10820 0.14522 0.20316
C: 1.32591 0.99066 1.30591
C: 2.79877 1.47493 1.28627
C: 2.95572 2.69000 0.38825
O: 3.59571 0.41981 0.77823
H: -1.45972 -3.47920 1.43968
H: -0.84539 -2.00292 2.16285
H: -0.03274 -3.59076 2.44621
H: 2.02109 -2.85998 -0.28402
H: -0.27262 -3.19580 -1.53030
H: -1.49919 -2.42626 -0.55374
H: 1.93414 -1.63758 -1.83811
H: 1.57863 0.03414 -2.26520
H: -3.13592 1.46864 2.59428
H: -1.37036 1.69579 2.50226
H: -2.52585 2.74829 1.48798
H: -3.60612 -0.24534 -0.66747
H: -3.70484 1.52266 -0.53139
H: -4.40039 0.53672 0.74457
H: 1.13627 0.47967 2.25430
H: 0.69287 1.89088 1.25526
H: 3.15321 1.67177 2.29650
H: 2.70584 2.45237 -0.64671
H: 2.35449 3.53541 0.72580
H: 3.99278 3.01820 0.42838
H: 3.69576 0.55212 -0.16738
Yb: -2.75634 3.38583 3.51545

Forces on the atoms, in the same order (eV/Å):
-0.390 -0.432 -0.442
0.368 0.024 0.198
-0.163 0.004 -0.268
-0.030 0.102 0.729
-0.367 -0.088 -0.636
0.005 -0.029 -0.123
-0.232 0.009 0.127
0.195 0.552 -0.323
0.070 -0.423 0.185
-0.128 -0.058 -0.140
0.038 0.054 0.031
1.183 -1.418 -0.184
-0.703 -0.096 -0.019
0.191 0.261 0.157
0.294 2.169 -0.458
-0.057 -0.993 0.108
-0.665 -0.959 0.390
-0.066 0.473 0.148
-0.377 -0.119 0.288
0.502 0.604 0.748
-0.083 -0.499 -1.262
0.295 0.277 0.479
0.143 0.059 0.565
-0.101 0.033 0.092
0.100 0.055 0.126
0.171 0.236 0.178
0.162 -0.054 0.078
0.113 0.130 -0.195
-0.088 -0.047 -0.113
-0.023 -0.003 0.215
-0.031 0.067 0.145
-0.096 -0.462 -0.411
0.288 0.056 -0.393
0.352 -0.335 -0.900
0.017 -0.049 -0.043
0.002 -0.036 -0.135
-0.126 -0.139 -0.085
-0.183 -0.333 -0.145
-0.135 -0.051 -0.094
-0.167 0.068 0.117
-0.132 0.007 -0.030
-0.135 -0.002 -0.074
0.062 -0.006 -0.137
0.071 -0.098 -0.111
-0.144 1.486 1.614

Properties
- HOMO energy: -0.495 hartree
- E_tot: -67605.162 eV
- 2S+1: 1
- LUMO level: -0.392 hartree
- Charge: +2
- HOMO-LUMO gap: 2.80 eV

Entry 2:
Entry from the OMol25 dataset: a 2-piece molecular cluster, C15H21N2O3 overall (ωB97M-V with the def2-TZVPD basis set).

Geometry (Å):
C: -4.48347 -2.16058 -0.27002
C: -3.32629 -1.20276 -0.17809
C: -3.53521 0.16558 0.00414
C: -2.44522 1.01799 0.08849
C: -1.12815 0.57222 -0.01967
C: -0.00772 1.57660 0.14647
C: 0.53283 1.49206 1.58775
C: 1.12380 1.48402 -0.90005
C: -0.92866 -0.79197 -0.21033
O: 0.36357 -1.25093 -0.19856
C: 0.74672 -2.38383 -0.98291
C: 1.15894 -2.06096 -2.39884
N: 2.41448 -1.30928 -2.42277
C: 0.01174 -1.41732 -3.23451
O: 0.30180 -0.37144 -3.84603
O: -1.06203 -2.07190 -3.20972
C: -2.02174 -1.66010 -0.27522
H: -5.16705 -2.01965 0.57241
H: -5.05647 -2.00713 -1.18534
H: -4.14189 -3.19484 -0.23419
H: -4.54218 0.55960 0.08561
H: -2.61905 2.07957 0.23306
H: -0.46620 2.56009 0.01614
H: -0.30005 1.31585 2.27197
H: 1.20889 0.63705 1.65246
H: 1.05957 2.40259 1.86935
H: 0.93028 0.73501 -1.66624
H: 1.28099 2.45373 -1.37316
H: 2.06709 1.22706 -0.41178
H: -0.01795 -3.15581 -1.00770
H: 1.61422 -2.79845 -0.46023
H: 1.33844 -3.03797 -2.86624
H: 2.54083 -0.80287 -1.55717
H: 2.33793 -0.64056 -3.18122
H: -1.85279 -2.71718 -0.40993
C: 3.67519 2.78488 4.48683
C: 3.70466 2.81886 3.03073
N: 3.69260 2.84595 1.88653
H: 3.25869 1.83716 4.82318
H: 4.68326 2.89262 4.88267
H: 3.05558 3.59704 4.86216

Forces on the atoms, in the same order (eV/Å):
-0.053 0.037 0.244
0.156 0.207 0.012
0.185 -0.143 0.026
-0.142 -0.096 -0.078
-0.142 0.209 -0.120
0.165 -0.055 -0.007
-0.254 -0.172 -0.278
0.088 -0.026 0.235
-0.101 -0.351 0.138
-0.016 0.257 -0.039
0.115 -0.394 0.027
0.342 0.104 -0.029
0.227 -0.430 0.005
-0.472 -0.431 0.067
-0.088 0.086 -0.060
0.397 0.326 -0.065
0.050 0.092 0.013
-0.022 0.032 -0.040
0.045 -0.051 -0.061
0.012 0.006 -0.130
-0.009 -0.003 -0.018
0.033 0.009 -0.008
-0.131 -0.022 0.136
0.058 0.126 0.127
0.043 0.054 0.113
0.090 -0.036 -0.003
-0.100 0.257 -0.079
-0.041 -0.024 -0.118
-0.004 -0.056 -0.011
-0.189 0.102 0.030
-0.030 0.057 0.081
-0.095 -0.035 -0.006
-0.112 0.170 -0.087
-0.120 0.199 0.088
0.020 -0.038 -0.096
0.016 -0.035 0.025
-0.071 0.005 0.232
0.162 0.068 -0.284
-0.004 0.000 0.002
-0.004 -0.003 0.015
-0.003 -0.001 0.002

Properties
- HOMO energy: -0.154 hartree
- E_tot: -25019.826 eV
- 2S+1: 1
- LUMO level: 0.084 hartree
- Charge: -1
- Energy relative to the best compared isomer or geometry (same formula, charge and spin): 0.0 kcal/mol
- HOMO-LUMO gap: 6.49 eV

Entry 3:
Entry from the OMol25 dataset: C15H21N3O2S as an isolated structure in a non-equilibrium geometry (ωB97M-V with the def2-TZVPD basis set).

Geometry (Å):
C: -2.38034 -2.08090 -1.38034
C: -3.32974 -1.40209 -0.66317
C: -4.38547 -1.94598 -0.13675
C: -5.45816 -1.36146 0.66006
O: -6.46917 -1.95048 1.08291
N: -5.27133 -0.04052 0.84675
C: -4.23147 0.48589 0.37826
N: -3.30541 -0.03027 -0.61875
S: -4.00937 2.35975 0.36555
C: -2.58540 2.72113 -0.71281
H: -2.84181 4.01900 -0.91657
H: -2.86794 2.24615 -1.69172
C: -1.19858 2.41170 -0.22994
O: -0.50508 3.63265 0.20374
N: -0.87895 1.29211 -0.10115
C: 0.36301 0.86735 0.61831
H: 0.96051 1.62675 0.94443
C: 1.23399 0.24048 -0.56258
C: 2.73833 0.00305 -0.21170
C: 2.88105 -1.29982 0.33949
C: 4.19373 -1.80150 0.65297
C: 5.21247 -0.67004 0.62626
C: 4.81591 0.74035 0.88518
C: 3.59326 1.04561 0.09044
H: 3.18172 2.08806 0.01983
H: 4.11229 1.20849 -1.10571
H: 5.63170 1.17757 0.72707
H: 4.52286 0.79207 1.83615
H: 6.14602 -1.04286 1.15885
H: 5.63007 -0.82651 -0.51713
H: 4.51609 -2.64529 0.24065
H: 4.12140 -1.99215 1.69625
H: 2.17695 -2.07167 0.18937
H: 0.72469 -0.70387 -1.06672
H: 1.33395 0.97081 -1.43458
H: 0.36023 0.36727 1.33311
H: -1.50848 0.60204 -0.43604
H: -5.85986 0.63156 1.60591
H: -4.71518 -3.05038 -0.22701
H: -2.86357 -2.95423 -1.64357
H: -1.43258 -2.22643 -0.72184
H: -2.35234 -1.43342 -2.12350

Forces on the atoms, in the same order (eV/Å):
3.682 -2.612 2.759
-2.872 3.872 2.363
-4.929 -5.303 2.113
-1.968 -3.292 -0.362
1.811 1.052 -0.518
-3.595 3.248 5.170
7.157 4.564 -7.336
-1.864 1.116 4.384
-0.330 -1.519 1.071
-2.329 3.003 -2.460
1.302 -4.139 0.888
0.575 0.378 0.819
-0.983 18.000 1.635
-2.878 -6.560 -2.149
5.153 -9.774 3.532
1.088 5.884 -14.876
0.802 3.147 0.366
0.612 0.039 -1.791
-5.686 -6.923 3.253
0.536 3.336 -3.513
-0.151 4.462 4.122
3.328 -3.478 -3.838
-5.568 -4.834 -0.975
3.938 4.659 -6.091
-0.011 -0.953 1.160
-1.021 -0.275 2.499
6.057 4.873 -1.401
-0.754 0.448 4.339
-1.135 0.912 -0.082
-0.830 1.207 2.247
1.178 -3.408 -2.229
-0.029 -1.003 1.476
-1.339 -0.308 -0.205
1.153 1.700 1.344
-0.863 -0.426 1.137
-1.770 -9.000 11.041
-0.868 -1.123 -0.202
1.607 -2.827 -2.735
1.303 1.614 -0.043
-0.039 -2.293 -0.862
-1.328 0.215 -1.641
1.858 2.323 -4.410

Properties
- HOMO energy: -0.304 hartree
- E_tot: -35285.380 eV
- 2S+1: 1
- LUMO level: 0.001 hartree
- Energy relative to the best compared isomer or geometry (same formula, charge and spin): 298.1 kcal/mol
- HOMO-LUMO gap: 8.32 eV

Entry 4:
Entry from the OMol25 dataset: C15H21N4O3PtSTe as an isolated structure in a non-equilibrium geometry (ωB97M-V with the def2-TZVPD basis set).

Geometry (Å):
Pt: 0.42007 -0.03770 -0.01706
N: -2.86252 -7.12614 -0.06228
C: -2.76087 -5.77104 -0.16475
C: -3.47466 -4.93663 0.71434
C: -3.33771 -3.56998 0.63804
C: -2.49784 -3.01983 -0.32602
C: -1.79075 -3.82213 -1.21150
C: -1.92903 -5.19093 -1.13771
S: -2.19662 -1.29797 -0.24808
O: -1.47120 -0.85421 -1.43514
O: -3.36026 -0.57257 0.14655
N: -1.00494 -1.19462 0.90142
C: -1.15554 -0.75505 2.18269
N: -0.13669 0.04118 2.57602
C: -0.15813 0.48663 3.82635
C: -1.17428 0.15312 4.70405
C: -2.16816 -0.67825 4.20310
N: -2.16171 -1.13653 2.95871
H: -3.54325 -7.53028 0.55320
H: -2.46815 -7.71830 -0.76843
H: -4.13414 -5.38128 1.44886
H: -3.86891 -2.90874 1.30931
H: -1.15392 -3.36053 -1.95508
H: -1.40168 -5.83358 -1.83178
H: 0.65947 1.13217 4.12685
H: -1.18654 0.50892 5.72270
H: -3.00485 -1.00145 4.81244
C: 3.23486 -1.42118 1.37304
C: 2.30923 -2.42780 0.75122
C: 2.32338 -3.83257 1.26189
O: 1.52244 -2.10554 -0.12892
H: 4.14982 -1.87446 1.74501
H: 2.71688 -0.94698 2.21290
H: 3.45888 -0.64925 0.63663
H: 3.32623 -4.16947 1.51535
H: 1.86724 -4.49953 0.53287
H: 1.71911 -3.86498 2.17342
C: 3.21542 1.69410 -2.04958
Te: 1.45188 2.14487 -0.91143
C: 2.55210 2.68672 0.84630
H: 3.79737 2.60830 -2.13292
H: 2.90086 1.36418 -3.03592
H: 3.79566 0.92091 -1.55575
H: 3.31306 1.93642 1.04061
H: 1.84207 2.72965 1.66883
H: 3.00790 3.66239 0.70164

Forces on the atoms, in the same order (eV/Å):
-0.197 -0.331 0.151
0.034 0.010 0.077
-0.024 0.101 -0.044
0.068 -0.050 -0.066
-0.067 0.042 -0.086
0.012 0.459 -0.056
-0.016 0.062 -0.048
-0.039 -0.065 0.050
-0.304 -0.709 0.802
0.395 -0.085 -0.157
-0.068 -0.076 -0.003
0.040 0.069 -0.752
-0.008 0.196 0.845
0.077 -0.178 -0.365
-0.080 0.065 0.165
0.006 -0.051 -0.045
0.060 0.046 -0.042
-0.139 -0.126 -0.325
-0.029 -0.040 -0.034
-0.027 -0.023 -0.030
0.005 0.025 0.021
-0.033 -0.065 0.064
0.023 -0.065 0.008
0.019 0.030 -0.009
0.005 -0.020 0.015
0.000 0.018 -0.011
0.048 0.054 0.067
-0.182 0.080 -0.046
0.300 -0.034 0.300
-0.018 -0.138 -0.279
-0.296 0.494 -0.060
-0.003 -0.033 0.002
-0.009 -0.041 0.008
0.027 0.016 0.034
0.018 0.043 0.008
-0.022 0.014 0.036
0.009 0.078 0.019
-0.209 0.063 0.045
0.953 0.197 -0.126
-0.161 0.051 -0.120
-0.052 0.025 -0.001
-0.003 -0.019 0.013
-0.079 -0.033 0.046
-0.031 -0.037 -0.018
0.019 -0.015 0.002
-0.021 -0.007 -0.054

Properties
- <S²>: 2.006
- HOMO energy (spin up / spin down): -0.384 / -0.385 hartree
- E_tot: -49365.458 eV
- 2S+1: 3
- LUMO level (spin up / spin down): -0.097 / -0.194 hartree
- Charge: +1
- HOMO-LUMO gap (spin up / spin down): 7.82 / 5.20 eV

Entry 5:
Entry from the OMol25 dataset: C15H21N5O in the gas phase in a non-equilibrium geometry (ωB97M-V with the def2-TZVPD basis set).

Geometry (Å):
N: 1.39809 -6.03334 -5.04309
N: 1.65309 -5.37097 -4.17209
N: 2.16514 -4.69311 -3.34234
C: 1.53692 -3.98990 -2.27080
H: 1.01969 -4.68475 -1.59721
H: 2.34173 -3.49786 -1.71843
C: 0.52361 -2.94683 -2.77948
N: -0.01499 -2.16467 -1.69106
C: -1.14023 -2.61796 -1.07937
O: -1.67142 -3.65752 -1.41939
C: -1.71384 -1.74451 0.01712
H: -0.99893 -1.64053 0.83596
H: -2.59308 -2.26568 0.39763
C: -2.13048 -0.35130 -0.49822
N: -1.08225 0.63872 -0.56958
C: -0.04339 0.31985 -1.51950
H: 0.67187 1.14442 -1.52439
C: 0.71830 -0.99503 -1.25375
H: 1.66232 -0.97298 -1.80028
H: 0.95486 -1.07640 -0.18711
H: -0.50002 0.26092 -2.51261
C: -0.60818 1.14957 0.70285
H: -1.36891 0.96068 1.46311
C: -0.37611 2.66888 0.62200
C: 0.02221 3.20186 1.96680
C: -0.93877 3.64874 2.86478
C: -0.57553 4.10215 4.12031
C: 0.75655 4.10999 4.49742
C: 1.72205 3.66318 3.61179
C: 1.35566 3.21152 2.35643
H: 2.11437 2.86783 1.66692
H: 2.76347 3.66815 3.89925
H: 1.04136 4.46483 5.47681
H: -1.33348 4.45133 4.80632
H: -1.97959 3.64628 2.57340
H: 0.40502 2.87932 -0.10983
H: -1.29913 3.13780 0.28029
H: 0.32230 0.66920 1.04106
H: -2.91158 0.04691 0.15397
H: -2.55842 -0.45720 -1.50010
H: 1.00008 -2.28357 -3.50628
H: -0.31034 -3.46803 -3.25927

Forces on the atoms, in the same order (eV/Å):
-0.531 -0.325 -0.282
-0.756 -1.025 -1.316
2.188 1.187 1.172
-0.958 0.264 0.276
0.038 0.145 0.024
-0.128 -0.097 -0.054
0.072 -0.366 -0.052
0.151 -0.090 -0.195
-0.038 0.140 0.330
-0.237 -0.315 -0.061
-0.230 0.033 -0.095
0.007 0.005 0.072
0.124 -0.052 -0.026
-0.022 -0.081 0.133
-0.093 0.037 -0.083
0.221 -0.067 0.049
0.026 0.017 -0.064
-0.175 0.471 0.107
-0.021 -0.051 0.061
0.110 0.049 -0.083
0.129 0.003 -0.044
-0.018 0.312 -0.229
0.044 -0.049 0.029
-0.008 -0.286 0.215
0.059 0.088 -0.106
0.022 -0.015 -0.030
-0.053 0.018 0.090
0.024 0.033 0.092
0.096 -0.011 0.053
-0.029 0.005 0.004
0.077 -0.028 -0.089
0.078 0.005 0.023
0.021 0.031 0.074
-0.058 0.031 0.052
-0.120 0.009 -0.044
-0.020 0.042 -0.060
0.014 -0.008 -0.050
-0.069 -0.037 0.083
-0.007 -0.061 -0.064
-0.086 -0.012 0.050
-0.015 -0.048 0.046
0.170 0.099 -0.007

Properties
- HOMO energy: -0.313 hartree
- E_tot: -25392.070 eV
- 2S+1: 1
- LUMO level: 0.022 hartree
- Energy relative to the best compared isomer or geometry (same formula, charge and spin): 66.8 kcal/mol
- HOMO-LUMO gap: 9.10 eV

Entry 6:
Entry from the OMol25 dataset: C15H21N5O2S2Zn as an isolated structure (ωB97M-V with the def2-TZVPD basis set).

Geometry (Å):
Zn: 0.16922 0.56645 0.48671
C: 2.93577 -0.76370 2.46554
C: 3.00340 0.60486 1.87841
N: 2.05394 1.14138 1.13783
C: 2.37825 2.41863 0.72079
C: 3.58856 2.85443 1.14971
S: 4.32677 1.64187 2.10037
C: 1.38502 3.11032 -0.10672
C: 1.42362 4.35921 -0.63604
S: -0.02167 4.65719 -1.49936
C: -0.61722 3.11844 -1.10532
N: 0.22880 2.41304 -0.38594
C: -1.96544 2.64396 -1.52933
H: 2.01784 -0.87106 3.04147
H: 3.78238 -0.94995 3.12262
H: 2.94169 -1.51454 1.67647
H: 4.06606 3.80201 0.96302
H: 2.20457 5.09736 -0.55823
H: -2.38055 3.29063 -2.29906
H: -2.64638 2.63525 -0.67876
H: -1.90163 1.62934 -1.92380
C: -3.16967 -1.11339 1.07944
C: -2.75784 0.22600 1.58969
C: -3.62803 0.91065 2.58554
O: -1.73163 0.78149 1.19265
H: -4.23624 -1.13352 0.85386
H: -3.00229 -1.83913 1.87966
H: -2.59224 -1.37381 0.19666
H: -3.98169 0.20746 3.34017
H: -4.51768 1.28320 2.06916
H: -3.09735 1.73829 3.04705
C: 0.49938 -4.16148 -2.78941
N: 0.40684 -3.12488 -1.76741
C: 0.25749 -3.37716 -0.34113
C: 0.19361 -1.96368 0.18306
O: 0.08665 -1.54815 1.33448
N: 0.26808 -1.08474 -0.84812
C: 0.39481 -1.81157 -1.98543
N: 0.49325 -1.26282 -3.18485
H: 0.71493 -5.10833 -2.30251
H: 1.32491 -3.94994 -3.46924
H: -0.43526 -4.25414 -3.34256
H: 1.10694 -3.92323 0.07170
H: -0.66340 -3.91947 -0.11575
H: 0.51212 -0.26233 -3.27927
H: 0.58133 -1.82048 -4.01784

Forces on the atoms, in the same order (eV/Å):
0.062 -0.125 -0.112
0.047 0.105 0.120
-0.203 0.020 -0.106
-0.120 -0.076 0.143
0.030 0.038 -0.047
-0.094 -0.101 0.008
0.123 0.057 -0.009
0.104 0.062 0.035
-0.078 -0.120 0.001
0.066 0.144 0.032
0.088 -0.085 0.035
-0.163 0.143 -0.138
0.046 -0.021 -0.053
-0.006 -0.062 -0.022
0.009 0.007 -0.016
-0.008 -0.008 -0.014
0.011 -0.008 0.019
-0.016 0.010 -0.025
-0.028 -0.013 0.006
0.003 0.035 0.023
-0.008 -0.006 0.001
0.023 0.090 0.000
-0.047 0.038 -0.024
0.065 -0.023 0.003
0.071 0.044 0.179
-0.004 0.038 0.033
0.041 -0.051 -0.047
0.001 -0.097 0.006
0.005 -0.018 -0.014
0.005 0.013 -0.005
-0.054 0.031 0.008
0.034 0.041 0.049
0.026 -0.011 -0.081
-0.047 0.023 0.010
0.001 0.133 0.009
0.031 -0.170 0.015
0.002 0.027 -0.147
-0.003 -0.053 0.167
-0.009 0.003 -0.098
-0.021 -0.003 0.009
-0.018 0.001 -0.018
0.007 -0.011 -0.019
-0.013 -0.016 0.020
0.029 -0.030 0.032
0.012 0.005 0.027
-0.001 0.000 0.005

Properties
- HOMO energy: -0.526 hartree
- E_tot: -97519.981 eV
- 2S+1: 1
- LUMO level: -0.188 hartree
- Charge: +2
- HOMO-LUMO gap: 9.20 eV